# C5H8O

An isolated molecule of C5H8O at a distorted geometry (the ωB97M-V functional and the def2-TZVPD basis, OMol25).

Positions of all 14 atoms, in Å:
C  0.139656  -2.207555  0.613642
C  0.040723  -0.717896  0.785227
C  0.263897  0.143904  -0.227360
O  0.769606  -0.310735  -1.424099
C  -0.362878  1.468319  -0.394195
C  -0.954343  2.144580  0.599255
H  -0.844970  -2.597518  0.884952
H  0.373971  -2.534270  -0.398570
H  0.845397  -2.666632  1.308991
H  -0.571347  -0.419807  1.626121
H  1.574105  -0.832927  -1.315259
H  -0.461460  1.845038  -1.406437
H  -1.182874  1.623068  1.519638
H  -1.331527  3.146400  0.452393

Cartesian forces, eV/Å:
0.13 0.06 0.56
-0.29 0.16 -1.00
-1.31 -1.03 0.15
0.69 0.26 -0.46
-0.34 0.44 0.84
-0.04 -0.61 -0.63
0.06 -0.20 -0.11
0.01 0.14 0.02
0.09 -0.06 -0.05
0.36 0.36 0.12
-0.30 0.04 0.21
0.75 0.11 0.00
0.45 0.44 0.38
-0.24 -0.11 -0.04

Calculated values
- DFT total energy: -7360.4481 eV
- Strongest force on any atom: 1.7 eV/Å
- ΔE to the lowest compared entry with this formula, charge and spin: 174.4 kJ/mol
- E_LUMO: 0.033 Ha
- Charge: 0
- HOMO: -8.23 eV
- SMILES: C=C/C(O)=C/C


# C6H11N5S

A structure of composition C6H11N5S at a distorted geometry (the ωB97M-V functional and the def2-TZVPD basis, OMol25).

Positions of all 23 atoms, in Å:
C  1.286092  -1.159739  0.098997
C  2.749692  0.763615  -0.601727
C  0.056011  -0.628693  0.019375
C  -1.177030  -1.347576  -0.401347
C  -1.164566  1.411044  0.175251
C  -2.332057  0.628550  0.682486
N  4.001038  1.045970  -0.704204
N  2.478732  -0.365589  0.133306
N  -0.006731  0.665175  0.322913
N  -2.437562  -0.536108  -0.269543
N  3.566697  -0.837217  0.677737
S  4.845474  0.000201  0.211264
H  1.743604  -2.195798  -0.023166
H  1.887733  1.356594  -1.057813
H  -1.104557  -1.738694  -1.403727
H  -1.177418  -2.277221  0.180457
H  -1.152002  1.505558  -0.909054
H  -1.099300  2.331065  0.673044
H  -2.365390  0.434040  1.754722
H  -3.327012  1.064104  0.498312
H  -2.646801  -0.118102  -1.246120
H  -3.321179  -1.051593  0.110784
H  0.696527  1.050424  1.078055

Cartesian forces, eV/Å:
2.00 -3.16 -0.68
-1.66 1.01 -1.23
1.57 -0.09 0.07
-0.04 -1.57 0.39
-1.30 -0.14 -1.11
-1.99 0.91 -1.14
0.52 0.66 0.19
0.85 1.05 0.31
3.68 1.89 3.92
-1.53 -0.77 0.21
-0.25 -1.12 0.42
-1.00 0.21 -0.34
-1.97 1.05 0.24
1.64 -0.99 0.51
0.00 0.31 -0.56
-0.65 0.28 0.28
-1.36 1.04 -0.28
0.18 1.42 0.37
0.64 -0.84 -0.17
0.55 0.74 0.13
0.01 -0.88 1.97
2.02 0.29 -1.43
-1.91 -1.30 -2.05

Calculated values
- DFT total energy: -24666.1912 eV
- Strongest force on any atom: 5.7 eV/Å
- ΔE to the lowest compared entry with this formula, charge and spin: 290.1 kJ/mol
- E_LUMO: -0.303 Ha
- Charge: +2
- HOMO: -16.20 eV


# C12H15N2S3V

A structure of composition C12H15N2S3V (the ωB97M-V functional and the def2-TZVPD basis, OMol25).

Positions of all 33 atoms, in Å:
V  0.651714  -0.261093  -0.200760
S  2.725824  -0.326592  -1.241228
C  2.471191  1.334415  -0.829441
N  1.283637  1.597196  -0.239739
C  1.144108  2.947290  0.057483
C  0.044834  3.559957  0.656458
C  0.101749  4.922480  0.862720
C  1.224786  5.667078  0.484081
C  2.320685  5.069465  -0.111557
C  2.264726  3.698598  -0.319009
S  3.480455  2.672825  -1.045941
H  -0.823499  2.983521  0.946937
H  -0.734213  5.427918  1.325839
H  1.236491  6.733637  0.661251
H  3.184644  5.651005  -0.401747
C  -2.582280  -1.150894  0.724909
S  -1.806995  0.045862  -0.385941
C  -2.303415  -0.580961  -2.010182
H  -3.658987  -1.004486  0.668869
H  -2.250763  -0.937826  1.739416
H  -2.320081  -2.166851  0.441803
H  -2.013609  -1.622124  -2.128630
H  -1.825945  0.038711  -2.766366
H  -3.382821  -0.472431  -2.090479
C  -0.546479  -5.554776  0.851609
C  0.782136  -4.904709  0.439755
C  0.658148  -3.471074  0.250891
N  0.547454  -2.336479  0.103274
H  -0.381777  -6.622192  0.975372
H  -1.307765  -5.415453  0.086372
H  -0.904790  -5.153762  1.797679
H  1.162875  -5.314560  -0.499305
H  1.557961  -5.053688  1.195592

Cartesian forces, eV/Å:
0.43 -0.13 -0.12
-0.43 -0.03 0.02
-0.02 0.12 0.02
-0.02 -0.22 -0.01
-0.03 0.22 0.12
0.07 -0.06 -0.05
0.00 0.02 0.00
0.01 0.01 0.00
-0.01 0.01 0.01
-0.08 -0.08 0.03
-0.04 -0.07 -0.01
0.00 0.01 0.00
0.00 -0.01 0.00
0.00 0.00 0.00
0.00 0.00 0.00
0.01 -0.01 0.00
0.08 0.04 -0.12
0.01 0.02 -0.02
0.00 0.00 -0.01
-0.01 0.01 0.00
0.01 0.00 0.00
0.00 0.00 0.00
-0.01 0.01 0.00
0.00 0.00 0.01
-0.01 -0.01 0.00
0.01 -0.04 0.01
0.00 0.04 -0.01
0.02 0.15 0.12
0.00 0.00 0.00
0.00 0.00 0.00
0.00 0.00 0.00
0.00 0.00 0.00
0.00 0.00 0.00

Calculated values
- Expectation value of S²: 2.150
- 2S+1: 3
- DFT total energy: -73846.3726 eV
- Strongest force on any atom: 0.5 eV/Å
- ΔE to the lowest compared entry with this formula, charge and spin: 0.0 kJ/mol
- E_LUMO (alpha / beta): -0.336 / -0.283 Ha
- Charge: +2
- HOMO (alpha / beta): -15.05 / -15.08 eV


# C8H7O6Tl

A structure of composition C8H7O6Tl at a distorted geometry (the ωB97M-V functional and the def2-TZVPD basis, OMol25).

Positions of all 22 atoms, in Å:
O  2.287410  4.269121  -1.147326
C  1.702000  3.311618  -0.882529
Tl  -0.244783  1.543578  -0.336771
O  2.782048  -0.824667  -0.051939
C  2.310567  0.187983  -0.217807
C  -2.081767  3.088318  -0.537717
O  -3.148366  2.716735  -0.248306
C  -0.512237  0.907473  -2.799243
O  -0.599191  0.965926  -3.935291
C  -0.108486  2.027841  2.196116
O  -0.024966  2.568690  3.188545
H  -1.525844  4.013864  -0.881573
C  -0.304568  -2.927230  -0.642196
C  -0.233711  -1.945567  0.477001
C  0.239287  -2.354075  1.825823
O  -0.597984  -0.752283  0.280365
H  -0.256447  -3.982095  -0.382213
H  0.468947  -2.755868  -1.383319
H  -1.236444  -2.762045  -1.160776
H  1.227745  -1.974936  2.061976
H  -0.415041  -1.900780  2.554520
H  0.271833  -3.421600  2.022658

Cartesian forces, eV/Å:
-2.21 -3.77 1.04
2.55 4.16 -1.16
-0.44 -0.94 0.42
-0.41 1.51 -0.26
0.23 -1.57 0.27
-1.84 0.12 0.46
2.59 0.98 -0.78
-0.03 -0.26 -4.22
0.15 -0.18 3.18
0.51 1.18 2.95
-0.25 -1.13 -1.98
-1.02 -0.56 0.24
-0.35 -0.15 -0.04
0.03 0.58 -0.20
-0.26 -0.15 0.30
0.73 -0.74 0.00
0.11 0.16 0.42
0.37 0.27 -0.05
-0.40 0.10 -0.26
0.34 0.26 -0.27
-0.29 0.21 0.33
-0.10 -0.09 -0.38

Calculated values
- DFT total energy: -25366.4181 eV
- Strongest force on any atom: 5.0 eV/Å
- ΔE to the lowest compared entry with this formula, charge and spin: 0.0 kJ/mol
- E_LUMO (alpha / beta): -0.369 / -0.369 Ha
- Charge: +2
- HOMO (alpha / beta): -17.82 / -17.82 eV